ORCA calculation (ωB97M-V with the def2-TZVPD basis set) on a molecular structure, C3H8FORb2 in a non-equilibrium geometry.

ORCA input file:
```
! wB97M-V def2-TZVPD RIJCOSX def2/J DEFGRID3
* xyz 1 1
Rb 1.149 -2.519 -2.387
Rb -3.681 -2.944 -1.450
F -1.031 -2.514 -0.506
C 1.436 1.432 0.523
C 0.335 0.414 0.752
C -0.905 0.694 -0.073
O 0.914 -0.885 0.423
H 2.335 1.113 1.052
H 1.186 2.411 0.936
H 1.646 1.532 -0.544
H 0.119 0.410 1.825
H -1.143 1.760 -0.026
H -1.751 0.144 0.339
H -0.759 0.439 -1.122
H 0.153 -1.487 0.258
*
```

Calculated values
Electronic energy ... -9312.7215 eV
Gap between HOMO and LUMO ... 8.498 eV
HOMO ... -12.17 eV
Strongest force on any atom ... 0.0234 hartree/bohr
Relative energy (zero: lowest compared OMol25 entry of this formula, charge and spin) ... 0.0 kJ/mol

These are the Mulliken partial charges, in e, on atoms 1 to 8: Rb 0.98; Rb 0.98; F -0.98; C -1.34; C 0.55; C -0.98; O -0.54; H 0.35

=====

ORCA calculation (ωB97M-V with the def2-TZVPD basis set) on 2 unconnected molecules or ions with the total composition C3H8I2OSi in a non-equilibrium geometry.

ORCA input file:
```
! wB97M-V def2-TZVPD RIJCOSX def2/J DEFGRID3
* xyz 0 1
C 0.510 0.155 -2.193
C -2.067 0.111 2.580
C 0.934 -0.595 -0.923
O 0.639 0.053 0.226
Si -2.038 -0.074 0.709
I -3.193 1.720 -0.499
I -2.522 -2.278 -0.228
H 0.921 1.163 -2.174
H 0.862 -0.362 -3.082
H -0.576 0.231 -2.237
H -3.076 0.312 2.934
H -1.698 -0.789 3.061
H -1.425 0.936 2.880
H 2.030 -0.738 -0.944
H 0.504 -1.621 -0.942
*
```

Calculated values
Electronic energy ... -29366.9037 eV
Gap between HOMO and LUMO (alpha / beta) ... 7.280 / 7.237 eV
HOMO (alpha / beta) ... -8.56 / -8.52 eV
Strongest force on any atom ... 0.0685 hartree/bohr
Relative energy (zero: lowest compared OMol25 entry of this formula, charge and spin) ... 311.7 kJ/mol

These are the Mulliken partial charges, in e, on atoms 1 to 8: C -0.75; C -0.95; C -0.26; O -0.62; Si 0.50; I -0.03; I -0.02; H 0.24

=====

ORCA calculation (ωB97M-V with the def2-TZVPD basis set) on 2 unconnected molecules or ions with the total composition C3H8IN in a non-equilibrium geometry.

ORCA input file:
```
! wB97M-V def2-TZVPD RIJCOSX def2/J DEFGRID3
* xyz 0 3
C -1.213 -0.055 0.951
C 0.550 -1.306 -1.181
C 0.274 -0.248 0.927
N 1.018 -0.761 0.056
I 0.453 3.716 -0.812
H -1.449 0.948 0.593
H -1.731 -0.772 0.319
H -1.581 -0.146 1.970
H 0.780 -0.591 -1.974
H 1.126 -2.211 -1.374
H -0.521 -1.535 -1.219
H 1.498 2.819 -0.054
H 0.796 0.140 1.798
*
```

Calculated values
Electronic energy ... -12826.1885 eV
Gap between HOMO and LUMO (alpha / beta) ... 5.542 / 8.048 eV
HOMO (alpha / beta) ... -4.78 / -10.00 eV
Strongest force on any atom ... 0.1256 hartree/bohr
<S²> ... 2.01
Relative energy (zero: lowest compared OMol25 entry of this formula, charge and spin) ... 7.5 kJ/mol

These are the Mulliken partial charges, in e, on atoms 1 to 8: C -0.75; C -0.75; C -0.28; N -0.17; I -0.12; H 0.11; H 0.32; H 0.27

=====

ORCA calculation (ωB97M-V with the def2-TZVPD basis set) on 2 unconnected molecules or ions with the total composition C3H8INOS in a non-equilibrium geometry.

ORCA input file:
```
! wB97M-V def2-TZVPD RIJCOSX def2/J DEFGRID3
* xyz 0 3
C 0.768 1.719 1.217
C -1.174 -1.779 -1.190
C 0.954 0.277 0.698
N 0.112 0.649 -1.286
O -2.133 0.582 -0.001
S -1.441 0.132 -1.230
I 2.750 -0.618 0.289
H -0.209 2.094 1.126
H 1.109 1.904 2.256
H 1.419 2.559 0.738
H -2.011 -2.105 -1.745
H -1.348 -2.218 -0.137
H -0.118 -1.888 -1.504
H 0.175 -0.540 1.093
H 0.633 0.141 -2.012
*
```

Calculated values
Electronic energy ... -25708.2241 eV
Gap between HOMO and LUMO (alpha / beta) ... 7.215 / 7.225 eV
HOMO (alpha / beta) ... -6.66 / -9.58 eV
Strongest force on any atom ... 0.0789 hartree/bohr
<S²> ... 2.02
Relative energy (zero: lowest compared OMol25 entry of this formula, charge and spin) ... 283.9 kJ/mol

These are the Mulliken partial charges, in e, on atoms 1 to 8: C -0.97; C -0.76; C -0.38; N -0.48; O -0.53; S 0.62; I 0.08; H 0.30

=====

ORCA calculation (ωB97M-V with the def2-TZVPD basis set) on a molecular structure, C3H8KO3 in a non-equilibrium geometry.

ORCA input file:
```
! wB97M-V def2-TZVPD RIJCOSX def2/J DEFGRID3
* xyz 1 1
O 0.496 -0.647 2.200
K 2.384 -0.491 0.975
O 0.191 0.711 1.863
H -0.107 0.299 2.954
C 0.773 -0.443 -2.036
O 0.585 0.047 -0.716
C -0.738 -0.100 -0.236
C -0.928 0.817 0.951
H 1.839 -0.357 -2.272
H 0.456 -1.495 -2.105
H 0.202 0.170 -2.748
H -0.926 -1.151 0.030
H -1.466 0.198 -1.006
H -1.853 0.568 1.483
H -0.910 1.875 0.663
*
```

Calculated values
Electronic energy ... -25697.5205 eV
Gap between HOMO and LUMO ... 11.050 eV
HOMO ... -14.43 eV
Strongest force on any atom ... 0.0723 hartree/bohr
Relative energy (zero: lowest compared OMol25 entry of this formula, charge and spin) ... 58.0 kJ/mol

These are the Mulliken partial charges, in e, on atoms 1 to 8: O -0.68; K 1.01; O -0.17; H 0.51; C -0.80; O -0.32; C -0.32; C -0.43

=====

ORCA calculation (ωB97M-V with the def2-TZVPD basis set) on a molecular structure, C3H8Li2O11P2S in a non-equilibrium geometry.

ORCA input file:
```
! wB97M-V def2-TZVPD RIJCOSX def2/J DEFGRID3
* xyz -3 2
Li 19.701 -12.031 7.156
Li 18.657 -12.189 9.785
P 21.745 -12.588 8.940
O 22.766 -13.701 8.894
O 21.575 -12.656 7.415
O 22.830 -11.530 8.709
O 20.475 -12.629 9.791
P 17.618 -10.980 7.962
O 16.333 -10.642 7.204
O 18.913 -10.322 7.380
O 18.031 -12.442 7.916
O 17.409 -10.705 9.469
O 20.009 -12.111 4.991
S 19.517 -11.428 3.796
O 20.269 -10.315 3.213
O 19.229 -12.561 2.581
C 19.359 -12.130 1.242
C 19.038 -13.275 0.244
C 17.693 -11.041 4.164
H 20.324 -11.662 1.051
H 18.584 -11.364 1.219
H 17.951 -13.336 0.183
H 19.201 -14.324 0.491
H 19.379 -13.158 -0.784
H 17.659 -10.464 5.088
H 17.227 -12.004 4.372
H 17.248 -10.602 3.272
*
```

Calculated values
Electronic energy ... -55587.5477 eV
Gap between HOMO and LUMO (alpha / beta) ... 2.927 / 2.430 eV
HOMO (alpha / beta) ... 2.73 / 3.23 eV
Strongest force on any atom ... 0.1096 hartree/bohr
<S²> ... 0.76

These are the Mulliken partial charges, in e, on atoms 1 to 8: Li 1.00; Li 0.87; P 0.67; O -0.70; O -0.77; O -0.52; O -0.68; P 0.92

=====

ORCA calculation (ωB97M-V with the def2-TZVPD basis set) on a gas-phase ion, C3H8N (charge +1) in a non-equilibrium geometry.

ORCA input file:
```
! wB97M-V def2-TZVPD RIJCOSX def2/J DEFGRID3
* xyz 1 1
C 0.552 -1.432 0.022
C 0.054 -0.215 0.134
C 0.106 0.823 1.183
N -0.639 0.241 -1.170
H 0.823 -1.888 -0.926
H 1.140 -1.869 0.823
H 0.614 0.375 2.039
H 0.659 1.684 0.797
H -0.818 1.211 1.612
H -0.347 -0.182 -2.063
H -0.505 1.252 -1.263
H -1.639 0.001 -1.188
*
```

Calculated values
Electronic energy ... -4723.0557 eV
Gap between HOMO and LUMO ... 11.407 eV
SMILES string ... C=C(C)[NH3+]
HOMO ... -15.24 eV
Strongest force on any atom ... 0.0385 hartree/bohr
Relative energy (zero: lowest compared OMol25 entry of this formula, charge and spin) ... 35.8 kJ/mol

These are the Mulliken partial charges, in e, on atoms 1 to 8: C -0.81; C 0.65; C -1.19; N -0.39; H 0.28; H 0.29; H 0.34; H 0.37

=====

ORCA calculation (ωB97M-V with the def2-TZVPD basis set) on a gas-phase ion, C3H8N (charge +1) in a non-equilibrium geometry.

ORCA input file:
```
! wB97M-V def2-TZVPD RIJCOSX def2/J DEFGRID3
* xyz 1 1
C 1.313 0.272 0.716
C 0.071 0.519 -0.129
C -0.435 -0.478 -1.068
N -1.202 -0.329 0.140
H 2.198 0.787 0.211
H 1.565 -0.738 0.735
H 1.076 0.651 1.797
H -0.094 1.581 -0.095
H -1.077 -0.098 -1.865
H 0.055 -1.310 -1.460
H -2.101 0.235 0.188
H -1.369 -1.091 0.830
*
```

Calculated values
Electronic energy ... -4722.3281 eV
Gap between HOMO and LUMO ... 13.444 eV
SMILES string ... C[C@H]1C[NH2+]1
HOMO ... -17.12 eV
Strongest force on any atom ... 0.0866 hartree/bohr
Relative energy (zero: lowest compared OMol25 entry of this formula, charge and spin) ... 106.0 kJ/mol

These are the Mulliken partial charges, in e, on atoms 1 to 8: C -1.14; C 0.28; C -0.49; N -0.28; H 0.33; H 0.37; H 0.31; H 0.39

=====

ORCA calculation (ωB97M-V with the def2-TZVPD basis set) on 2 unconnected molecules or ions with the total composition C3H8N2 in a non-equilibrium geometry.

ORCA input file:
```
! wB97M-V def2-TZVPD RIJCOSX def2/J DEFGRID3
* xyz -1 2
C -1.932 -0.307 -0.177
C -3.063 -0.348 -0.884
H -1.929 0.341 0.717
H -1.116 -0.999 -0.416
H -3.793 0.416 -0.882
H -3.192 -1.090 -1.701
N 2.322 -0.109 -0.473
C 2.063 0.567 0.652
N 2.306 0.120 1.860
H 2.902 -0.928 -0.226
H 2.327 0.419 -1.397
H 1.455 1.354 0.418
H 1.650 0.565 2.509
*
```

Calculated values
Electronic energy ... -6217.8841 eV
Gap between HOMO and LUMO (alpha / beta) ... 2.791 / 8.847 eV
HOMO (alpha / beta) ... 1.25 / -5.00 eV
Strongest force on any atom ... 0.0586 hartree/bohr
<S²> ... 0.75
Relative energy (zero: lowest compared OMol25 entry of this formula, charge and spin) ... 120.2 kJ/mol

These are the Mulliken partial charges, in e, on atoms 1 to 8: C -0.65; C -0.63; H 0.36; H 0.21; H 0.29; H 0.24; N -0.92; C -2.44

=====

ORCA calculation (ωB97M-V with the def2-TZVPD basis set) on a molecular structure, C3H8N2 in a non-equilibrium geometry.

ORCA input file:
```
! wB97M-V def2-TZVPD RIJCOSX def2/J DEFGRID3
* xyz 0 1
C -2.232 -0.019 -0.011
C -0.806 0.428 0.075
N 0.030 -0.764 -0.191
C 1.453 -0.448 0.018
N 1.893 0.774 0.047
H -2.500 -0.794 0.712
H -2.420 -0.536 -0.958
H -3.045 0.694 0.168
H -0.613 1.283 -0.585
H -0.531 0.789 1.058
H 2.661 0.907 -0.606
H 0.590 -0.736 0.857
H 2.113 -1.277 -0.227
*
```

Calculated values
Electronic energy ... -6216.9351 eV
Gap between HOMO and LUMO ... 9.279 eV
HOMO ... -8.96 eV
Strongest force on any atom ... 0.1099 hartree/bohr
Relative energy (zero: lowest compared OMol25 entry of this formula, charge and spin) ... 473.9 kJ/mol

These are the Mulliken partial charges, in e, on atoms 1 to 8: C -1.21; C -0.28; N -0.43; C -0.02; N -0.61; H 0.30; H 0.30; H 0.36